[1]
# C53H126N3O29V

C53H126N3O29V as an isolated structure in a non-equilibrium geometry (ωB97M-V/def2-TZVPD, OMol25).

Last column: Mulliken charge in e.
Atoms and positions in Å:
O1 8.040 -2.396 1.599  -0.58
H1 -7.331 -1.215 1.518  0.43
O2 -3.168 -1.488 -2.618  -0.43
C1 2.845 -4.766 -0.281  1.22
O3 4.234 -1.468 0.476  0.29
H2 -4.932 5.004 0.635  0.49
H3 -3.805 -1.185 -4.946  0.34
C2 1.706 1.176 -3.409  -1.59
H4 5.401 2.701 -0.811  0.11
H5 2.836 1.365 3.703  -0.44
C3 3.024 4.394 -2.005  -1.30
H6 7.235 -0.123 1.303  0.28
H7 -2.413 -6.410 -1.943  0.39
H8 -0.101 -4.780 2.238  -0.17
C4 -5.037 2.998 1.439  1.89
H9 -0.508 -6.606 -4.074  0.45
H10 4.356 -1.114 -2.766  0.03
H11 -0.972 -8.645 -2.088  0.37
V1 2.176 -2.261 0.414  1.22
H12 2.945 1.541 5.726  0.36
C5 -6.467 -0.584 1.307  -1.82
C6 2.301 5.738 0.193  -1.06
C7 4.825 2.859 2.166  -1.93
H13 -5.327 6.753 -3.685  0.31
H14 -2.914 2.888 0.593  0.34
O4 -2.464 -5.247 -0.111  -0.62
H15 -3.723 3.133 -3.858  0.04
H16 0.862 2.837 -1.291  -0.23
H17 0.711 -6.435 0.997  -0.83
H18 0.796 2.470 2.548  -0.56
H19 -3.263 -3.290 1.631  0.46
H20 3.496 7.104 1.323  0.50
H21 -5.506 4.795 -4.398  0.42
H22 5.729 3.254 2.631  0.56
H23 1.410 -6.126 2.539  0.28
C8 -5.615 3.362 2.812  -1.35
H24 2.503 5.185 -2.544  0.48
H25 -1.842 0.132 -3.017  -0.39
C9 0.541 -6.581 2.063  1.23
H26 7.340 -3.053 1.595  0.32
H27 4.514 -2.219 -4.822  0.42
C10 0.206 -0.576 0.119  1.57
C11 -3.021 -2.898 0.643  0.41
H28 5.060 1.876 1.756  0.30
H29 1.182 0.353 -6.751  0.30
C12 -2.529 5.255 6.829  -0.63
H30 -4.438 4.879 5.956  0.36
H31 -1.535 -3.706 -1.014  -0.45
H32 8.838 -1.262 3.016  0.33
H33 1.308 -4.013 -4.073  0.67
N1 1.773 -1.230 -4.204  -0.07
H34 -3.191 4.121 1.869  0.55
C13 -2.886 -0.624 -4.777  -1.08
C14 5.554 3.521 -0.109  -1.76
H35 1.616 -3.663 -6.632  0.47
O5 3.006 2.070 0.001  1.76
H36 1.888 6.380 -0.585  0.48
H37 1.587 0.302 3.789  -0.22
H38 7.404 0.509 2.965  0.54
H39 0.970 1.767 -5.841  0.51
C15 -2.764 -0.355 -3.337  0.66
O6 -1.136 5.270 6.560  -0.54
C16 7.837 -1.595 2.739  -0.57
C17 3.984 -0.616 -6.153  -0.96
H40 -3.264 5.303 4.667  0.33
H41 1.134 -1.966 5.005  0.19
H42 1.506 3.433 3.785  0.18
O7 -0.054 -8.408 -1.938  -0.61
H43 4.771 -1.005 1.123  -0.24
C18 -1.970 -3.909 -0.036  1.35
H44 -2.925 2.455 2.254  -0.24
O8 1.278 -0.303 0.646  -1.89
H45 -6.177 -0.932 0.316  0.39
H46 -1.758 -8.165 2.319  0.31
C19 2.325 -3.661 -4.247  -2.11
C20 4.415 5.136 1.688  -1.10
C21 4.052 -1.603 -1.841  0.00
H47 -5.356 4.399 -2.744  0.06
O9 5.643 -0.408 2.575  -0.45
H48 -1.161 -3.982 0.692  -0.62
O10 -3.054 3.448 5.237  -0.29
H49 0.822 -3.775 4.852  0.27
O11 2.007 1.492 5.529  -0.65
H50 -2.417 -5.678 0.746  0.35
N2 3.149 3.408 0.384  0.01
C22 -7.060 2.946 2.945  -0.93
C23 -4.812 4.873 -3.561  -0.29
H51 2.825 -6.812 -0.029  0.34
H52 4.087 -2.749 -6.320  0.45
H53 1.575 -1.932 -7.123  0.30
H54 -0.183 1.974 5.205  0.28
H55 -2.774 4.579 7.648  0.29
H56 4.710 0.132 -0.721  -0.54
H57 -0.109 -8.098 3.518  0.36
H58 0.434 -2.483 -6.117  0.10
H59 -5.625 4.438 2.987  0.40
C24 -3.417 3.109 1.534  -1.59
H60 -5.189 3.652 -0.516  0.32
H61 3.009 3.394 -2.440  0.00
H62 -2.522 -2.164 -2.836  0.15
H63 -0.129 0.511 -5.513  0.17
H64 -6.559 1.126 3.552  0.11
C25 -0.773 -6.256 -3.076  0.22
H65 3.548 -6.448 -1.646  0.37
C26 1.882 0.175 -4.666  1.86
H66 4.036 4.798 -1.995  0.33
C27 -7.707 1.345 0.282  -1.68
C28 0.888 3.770 -0.728  -1.65
O12 2.482 -2.010 2.640  -0.24
H67 -1.251 -0.814 2.748  -0.05
H68 -2.536 -1.926 0.740  -0.78
C29 2.308 -2.329 -5.076  1.68
H69 5.401 5.550 1.901  0.44
H70 4.307 -2.647 -2.023  0.34
C30 -1.869 -1.201 3.559  -0.37
H71 5.501 -0.048 3.454  0.18
O13 -1.000 -8.436 1.795  -0.54
C31 -1.057 0.276 -0.083  -0.23
H72 -2.901 6.217 7.181  0.42
C32 1.456 -2.925 4.600  -1.49
H73 3.579 1.395 -5.510  0.57
H74 -3.444 -0.092 2.561  -0.53
H75 0.476 3.595 0.266  0.15
H76 -2.720 0.740 3.994  -0.23
H77 -2.795 4.341 -2.988  0.17
H78 -8.177 1.145 2.727  0.56
H79 3.822 5.211 2.600  0.37
H80 -7.618 3.456 2.159  0.37
H81 3.943 2.886 2.806  0.09
O14 0.549 -1.531 -3.605  1.76
H82 -7.332 3.231 3.961  0.49
H83 1.123 -6.735 -2.176  -0.21
C33 4.852 -0.949 -0.728  -0.24
C34 3.404 0.365 -5.202  -1.44
O15 -0.372 -5.652 2.536  -0.64
H84 5.750 4.418 -0.697  0.39
H85 -6.551 4.223 0.515  0.35
H86 3.391 -0.656 -7.067  0.32
H87 -3.487 0.418 -3.077  0.28
H88 -0.886 4.430 6.169  0.34
H89 -8.757 1.391 0.571  0.35
C35 -3.039 -0.210 3.566  1.69
O16 2.605 -1.542 -1.672  0.96
H90 -2.248 -2.171 3.239  0.23
H91 -0.119 -6.438 -0.997  -0.46
H92 -4.504 -0.154 4.844  0.35
H93 -0.824 0.958 -0.901  0.49
H94 0.745 0.929 -2.958  -0.29
C36 0.074 -6.929 -1.950  0.96
H95 1.618 5.741 1.043  0.33
O17 3.358 -4.109 0.632  -0.43
H96 -2.187 5.218 -4.939  0.32
H97 2.460 -3.137 4.966  0.45
H98 2.395 1.776 0.680  -0.66
C37 7.070 -0.334 2.360  -0.47
H99 4.143 0.407 -4.402  0.25
H100 7.294 -2.189 3.473  0.28
H101 0.281 4.594 -1.101  0.67
C38 1.599 -2.776 3.095  0.45
C39 4.478 3.730 0.965  1.76
H102 -5.716 -0.860 2.047  0.13
O18 -4.232 -2.677 -0.054  -0.54
O19 0.876 -3.255 2.205  0.28
H103 2.201 -1.362 -2.524  -0.79
H104 2.404 0.965 -2.599  0.08
C40 3.759 -2.017 -5.582  -1.41
C41 1.832 1.310 4.123  0.92
C42 3.743 6.224 0.729  -0.88
O20 -4.686 6.242 -3.185  -0.55
H105 -0.957 -0.402 5.163  0.33
O21 0.164 -1.709 -0.230  0.09
H106 2.902 -4.425 -4.768  0.57
H107 -5.025 3.018 3.662  0.19
H108 1.543 2.235 -3.605  0.74
C43 2.396 4.309 -0.568  1.29
N3 -5.323 1.600 1.096  1.16
H109 -4.104 -2.232 -0.894  0.40
H110 -0.496 -5.206 -3.172  -0.42
H111 4.307 6.595 -0.127  0.33
H112 4.401 -6.194 -0.168  0.36
H113 5.924 -1.128 -0.645  0.67
O22 -4.140 -0.794 4.228  -0.71
C44 -6.640 0.984 1.310  1.69
H114 -2.269 3.407 4.686  0.14
H115 5.025 -0.389 -6.386  0.45
C45 -3.472 4.193 -3.829  0.15
C46 -7.134 1.460 2.688  -1.19
H116 2.945 -3.535 -3.360  -0.30
C47 0.922 0.683 -5.745  -1.59
O23 1.821 -4.211 -0.744  -0.17
C48 3.413 -6.109 -0.619  -1.86
H117 -4.153 0.482 0.328  0.10
H118 0.958 -8.678 2.224  0.30
O24 -0.315 2.413 4.362  -0.36
H119 -0.066 -1.473 -4.339  -0.62
O25 -2.779 4.475 -5.076  -0.59
O26 -2.157 -6.515 -2.862  -0.65
O27 -1.761 -1.319 -5.351  -0.43
H120 -1.960 -0.274 -0.346  -0.48
H121 -7.701 0.631 -0.541  0.31
O28 -1.321 -1.238 4.861  -0.66
C49 1.499 -2.634 -6.292  -1.56
C50 0.146 -7.992 2.463  -0.82
C51 0.995 2.485 3.620  0.47
H122 -1.664 -1.085 -6.277  0.27
C52 -5.473 4.076 0.448  -1.90
H123 -1.336 0.839 0.807  -0.20
H124 6.444 3.095 0.354  0.55
H125 -2.969 0.381 -5.189  0.46
H126 -7.660 2.396 -0.003  0.34
C53 -3.416 4.759 5.599  -0.42
O29 -4.738 1.136 -0.060  -0.39

For the largest force on an atom, the calculation gives 0.14825 hartree/bohr. The HOMO-LUMO gap (spin up / spin down) comes out at 7.872 / 7.873 eV. Its spin multiplicity is 3. The value obtained for the total energy is -146531.351 eV. As for the LUMO energy (spin up / spin down): -0.003 / -0.003 Eh.


[2]
# C53H138N9O17

A 13-piece molecular cluster, C53H138N9O17 overall in a non-equilibrium geometry (ωB97M-V/def2-TZVPD, OMol25).

Last column: Mulliken charge in e.
Atoms and positions in Å:
H1 -6.750 0.224 -6.458  0.38
H2 -0.648 5.553 -4.121  0.33
H3 -2.405 -1.190 6.020  0.39
H4 -4.770 1.201 -4.661  0.46
H5 1.075 7.764 -0.556  0.45
H6 -4.199 3.055 2.840  0.35
H7 -5.648 1.048 -3.054  0.45
H8 -2.322 5.553 -4.831  0.37
H9 -8.199 0.359 -4.375  0.39
H10 -2.366 -3.827 3.637  0.19
O1 -0.550 3.665 3.505  -0.68
H11 -1.191 -4.718 0.130  -0.67
C1 0.717 -0.898 -2.151  -0.08
H12 -3.935 3.972 1.302  0.21
H13 4.074 -2.643 -4.590  0.26
H14 -0.265 1.869 2.874  -0.48
H15 -1.022 3.654 2.669  0.25
H16 -3.362 5.974 -2.822  0.41
H17 4.573 -3.886 -1.089  0.31
H18 2.933 0.593 -0.890  -0.51
O2 3.841 4.303 1.729  -0.35
N1 -0.769 -6.409 1.650  -0.11
C2 0.829 5.412 0.574  -1.33
H19 5.168 -5.485 -2.369  0.48
H20 7.058 1.880 2.315  0.66
H21 0.189 -4.884 2.860  0.19
H22 0.501 4.862 -0.309  0.35
H23 7.047 -4.803 -1.420  0.46
N2 -6.167 -0.344 -4.438  -0.11
C3 3.202 5.127 -0.445  -1.40
C4 2.555 2.462 -3.505  0.24
C5 2.692 6.993 1.288  -0.82
H24 0.940 4.646 1.342  0.40
H25 -0.905 -4.285 -1.990  -0.19
C6 4.943 0.690 5.135  -1.26
H26 -2.046 -1.181 -0.102  -0.02
C7 5.211 -4.810 -3.224  -0.92
C8 -7.672 -1.197 2.723  -0.52
H27 -0.713 -1.526 4.374  0.51
H28 0.072 6.100 0.949  0.57
H29 -3.997 3.871 -3.612  0.41
H30 7.492 -3.244 -3.363  0.46
H31 1.709 0.981 -4.703  0.06
H32 1.389 6.519 -1.864  0.20
C9 7.371 -3.764 -1.364  -0.75
H33 -4.885 6.032 -0.475  0.40
H34 -1.810 0.068 -1.346  -0.11
O3 2.598 1.925 -2.391  0.21
O4 1.756 -4.345 -3.406  -0.69
H35 -4.728 -0.943 2.541  0.17
N3 -1.291 0.378 5.244  0.19
H36 4.433 3.484 -0.080  0.22
H37 5.317 -0.261 4.758  0.24
C10 0.202 -2.312 -0.089  -0.14
H38 -2.244 -5.968 0.206  0.64
C11 7.971 -0.073 0.175  -0.92
H39 1.240 -2.599 0.078  0.23
C12 1.762 7.030 -0.976  -0.90
H40 -0.011 -0.817 6.335  0.43
H41 -0.754 -5.989 -2.509  0.45
O5 -3.166 -0.240 -3.659  -0.27
H42 6.302 -0.406 2.314  0.49
H43 -2.619 0.352 6.939  0.36
H44 -7.081 -3.476 3.495  0.50
C13 -5.281 -1.289 1.667  -1.04
H45 7.561 -0.990 -0.249  0.28
H46 -1.201 -8.063 0.469  0.35
H47 -5.645 -0.455 1.067  0.46
H48 -1.845 5.996 -1.966  0.61
H49 -7.845 -1.516 4.875  0.41
H50 8.515 4.781 0.929  0.35
C14 -2.619 -4.536 1.828  -0.54
C15 0.453 -5.692 2.178  -0.77
H51 5.811 -2.376 -4.786  0.42
H52 8.316 2.635 -0.365  0.19
H53 8.628 0.554 -0.428  0.39
H54 -6.461 1.813 -4.524  0.45
H55 2.844 4.825 -1.429  0.25
O6 -4.832 5.244 -1.020  -0.54
C16 -6.140 -0.538 -5.972  -0.87
H56 0.445 1.086 -0.405  0.13
H57 -0.067 -0.146 3.576  0.02
H58 4.136 3.583 2.291  0.37
H59 4.885 1.393 -0.456  -0.86
O7 -1.706 2.949 1.195  -0.69
H60 4.853 0.447 1.537  -0.36
C17 -0.403 -4.970 -2.674  -0.64
C18 -6.121 -3.023 3.249  -0.79
H61 5.677 -1.029 0.826  -0.18
H62 4.106 5.731 -0.518  0.48
H63 -1.871 -0.573 3.423  -0.08
N4 -2.083 4.252 -3.104  0.14
C19 -5.723 1.109 -4.140  -1.15
H64 -1.187 4.185 -5.076  0.37
H65 0.362 -1.767 -2.704  0.48
C20 -4.016 2.990 1.768  -1.26
O8 -1.827 -3.859 2.843  -0.27
C21 -3.154 3.209 -3.414  -1.30
C22 -1.524 -7.085 2.871  -0.77
H66 -0.494 0.604 7.202  0.37
C23 5.781 -0.110 1.403  0.30
C24 -0.101 0.266 6.244  -0.73
H67 4.497 0.625 6.128  0.41
H68 0.646 2.177 4.323  0.17
H69 -8.059 -1.353 -4.505  0.40
C25 6.975 2.097 1.250  -0.30
O9 -6.342 -0.188 4.484  -0.36
C26 3.877 1.147 4.167  0.69
H70 6.369 -3.996 0.315  0.36
H71 -1.696 -1.638 -1.842  -0.07
H72 -0.580 -4.606 -3.686  0.33
H73 -2.883 5.198 -0.125  0.57
H74 6.812 -1.958 -2.297  0.42
C27 -2.684 2.232 1.538  0.60
N5 0.048 -0.970 -0.768  1.04
H75 3.612 7.495 0.991  0.38
H76 8.486 -0.350 1.095  0.36
H77 -2.430 2.010 4.236  -0.29
H78 -2.318 -0.175 -4.103  0.20
H79 -7.611 -0.529 -2.938  0.37
C28 1.128 -4.826 -2.468  0.73
H80 -5.125 -0.339 -6.317  0.41
H81 0.612 -7.939 0.980  0.30
C29 -0.310 -7.462 0.647  -0.65
H82 2.799 3.101 0.404  -0.36
H83 -6.494 -1.540 -6.215  0.39
C30 2.020 0.024 0.700  -1.85
H84 -3.038 -3.771 1.174  0.03
H85 -6.341 -3.671 0.703  0.27
H86 -0.719 -7.657 3.331  0.43
C31 8.196 2.917 0.681  -0.61
H87 -0.025 4.176 -2.474  -0.05
N6 6.688 0.744 0.528  0.08
H88 -2.819 2.671 -4.301  0.55
H89 -5.726 -2.409 -3.834  0.50
C32 -5.339 -1.411 -3.630  -0.62
O10 6.821 -3.290 -0.153  -0.51
H90 -3.317 2.578 -2.540  0.40
H91 1.063 -6.455 2.661  0.52
C33 -3.816 -1.419 -4.041  -0.63
H92 -5.416 -3.743 2.833  0.16
O11 7.735 4.258 0.730  -0.47
O12 -2.732 0.972 1.599  -0.20
N7 -6.535 -2.087 2.143  0.43
C34 4.353 -3.034 -1.731  -0.02
H93 2.381 0.877 1.275  0.35
H94 2.629 2.124 -5.672  0.35
C35 2.610 1.595 -4.719  -1.11
H95 1.979 7.808 1.419  0.44
C36 -0.899 3.526 -2.450  -0.46
H96 0.042 0.337 1.139  -0.45
H97 4.805 -1.309 -3.795  0.40
H98 -5.594 -2.508 4.052  0.30
O13 1.541 -5.170 -1.348  -0.63
H99 8.458 -3.804 -1.438  0.36
C37 -7.079 -2.900 0.925  -0.93
C38 -0.977 -0.521 4.044  -0.23
H100 1.805 -0.946 -2.136  -0.44
O14 2.942 -0.173 -0.312  1.06
O15 2.428 3.692 -3.629  -0.73
C39 3.541 3.899 0.391  1.03
H101 0.798 0.811 5.954  0.20
C40 5.849 0.935 -0.678  0.99
N8 2.170 6.109 0.136  0.39
C41 -7.604 -0.485 -4.027  -0.85
H102 4.303 -4.953 -3.809  0.28
C42 -1.525 -0.935 -1.027  0.22
H103 3.278 -3.054 -1.911  -0.36
C43 -1.523 4.960 -4.388  -0.77
C44 -2.600 -0.119 5.956  -0.91
H104 -6.450 0.124 5.385  0.31
H105 5.739 1.425 5.250  0.32
H106 -1.558 2.458 5.657  0.48
C45 -2.710 5.372 -2.189  -0.75
H107 -0.651 2.748 -3.172  0.53
H108 9.127 2.832 1.242  0.45
H109 -3.266 -2.279 -3.659  0.39
O16 4.089 2.187 3.477  -0.83
H110 -4.879 2.508 1.309  0.29
H111 -0.112 -6.795 -0.192  0.29
H112 0.931 -5.286 1.286  0.27
H113 -8.643 -1.627 2.478  0.40
H114 -5.539 -1.290 -2.565  0.30
H115 -3.477 3.776 -1.043  -0.43
C46 -7.572 -0.734 4.166  -0.85
H116 -7.688 -0.282 2.131  0.33
H117 -3.687 -1.437 -5.123  0.46
H118 -4.505 -1.806 1.103  0.26
C47 -0.324 2.341 3.854  1.03
H119 -0.388 -2.449 0.817  0.48
H120 6.466 1.546 -1.337  0.75
H121 -2.311 -7.648 2.368  0.40
H122 -1.906 -6.415 3.641  0.20
C48 -1.497 1.828 4.770  -0.36
H123 -7.261 -2.133 0.173  0.44
C49 6.829 -3.023 -2.526  -0.50
C50 -3.491 4.863 -0.965  0.10
H124 3.563 1.069 -4.771  0.24
H125 5.825 -0.052 -1.140  -0.68
H126 2.047 -0.835 1.370  0.56
H127 -8.233 0.081 4.460  0.56
H128 2.912 6.465 2.216  0.21
N9 5.326 -3.290 -2.879  0.32
H129 -1.124 3.170 -1.444  0.04
H130 2.654 7.584 -1.270  0.43
H131 -8.011 -3.329 1.295  0.43
H132 0.318 0.040 -2.538  0.02
H133 -3.469 0.132 5.348  0.28
H134 -0.049 -3.137 -0.756  -1.08
H135 6.002 2.586 1.209  -0.06
H136 4.624 -2.105 -1.229  0.12
C51 4.987 -2.347 -4.073  -0.92
C52 -1.676 -5.334 0.887  0.43
C53 0.578 0.190 0.201  0.45
O17 2.827 0.458 4.042  -0.65
H137 -3.432 -5.229 2.043  0.71
H138 6.028 -5.042 -3.908  0.38

For the largest force on an atom, the calculation gives 0.06307 hartree/bohr. The HOMO-LUMO gap comes out at 6.024 eV. As for the charge: +5. The value obtained for the total energy is -105363.033 eV. As for the LUMO energy: -0.353 Eh.